# 1
Entry from the Open Molecules 2025 dataset: a structure of composition C28H43F9OP2Pb at a distorted geometry (the ωB97M-V functional and the def2-TZVPD basis).

XYZ file:
```
84
Properties=species:S:1:pos:R:3:lowdin_charge:R:1
Pb 2.83 0.04 1.23 1.605
C 2.31 3.74 0.85 -0.154
C 0.96 3.90 1.25 -0.181
C 1.97 2.53 2.79 -0.276
C 2.93 2.90 1.82 -0.300
C 0.75 3.15 2.43 -0.171
C 3.01 4.41 -0.25 0.012
H 2.31 4.75 -1.02 0.089
H 3.74 3.75 -0.73 0.061
H 3.55 5.29 0.12 0.124
C 4.40 2.72 1.96 -0.053
H 4.89 2.67 0.99 0.049
H 4.65 1.82 2.54 0.074
H 4.83 3.59 2.49 0.132
C 2.25 1.80 4.06 -0.056
H 2.67 2.48 4.81 0.119
H 2.97 0.97 3.94 0.043
H 1.32 1.38 4.48 0.086
C -0.47 3.15 3.26 -0.005
H -0.46 3.97 4.00 0.119
H -0.57 2.20 3.80 0.083
H -1.36 3.29 2.63 0.078
C 0.00 4.84 0.64 -0.026
H -0.12 5.72 1.28 0.109
H -0.98 4.37 0.52 0.060
H 0.35 5.17 -0.34 0.075
C 0.41 0.58 -2.04 -0.104
C 0.32 1.89 -2.32 -0.080
C -0.87 2.78 -2.22 -0.167
C -2.04 2.12 -1.48 -0.174
C -1.70 1.79 -0.04 -0.089
C -1.35 0.60 0.46 -0.111
C -0.99 -0.65 -0.28 -0.200
C -0.64 -0.46 -1.77 -0.208
H -1.22 3.04 -3.23 0.130
H -2.36 1.23 -2.03 0.094
H -0.56 3.73 -1.73 0.098
H -1.55 -0.33 -2.37 0.087
H 1.43 0.16 -2.04 0.081
H 1.24 2.39 -2.66 0.105
H -0.20 -1.40 -2.13 0.107
H -0.11 -1.11 0.21 0.082
H -1.26 0.53 1.56 0.102
H -1.79 -1.41 -0.17 0.066
H -2.91 2.79 -1.51 0.126
H -1.87 2.63 0.66 0.083
P -3.05 -3.86 -0.81 0.935
P -4.49 -4.77 1.67 0.944
C -4.40 -5.16 -1.10 -0.406
C -4.72 -5.91 0.19 -0.425
H -4.04 -5.86 -1.87 0.090
H -5.29 -4.65 -1.48 0.086
H -5.75 -6.28 0.19 0.093
H -4.04 -6.76 0.34 0.089
C -4.86 -6.07 2.93 -0.264
H -4.98 -5.59 3.90 0.052
H -4.00 -6.75 2.99 0.050
H -5.76 -6.64 2.66 0.068
C -6.22 -4.11 1.60 -0.258
H -6.94 -4.93 1.44 0.064
H -6.32 -3.37 0.79 0.041
H -6.44 -3.60 2.54 0.053
C -1.76 -4.72 -1.81 -0.250
H -0.91 -4.05 -1.94 0.037
H -2.17 -5.02 -2.78 0.066
H -1.43 -5.61 -1.26 0.057
C -3.73 -2.66 -2.03 -0.244
H -4.69 -2.28 -1.64 0.055
H -3.90 -3.15 -3.00 0.073
H -3.05 -1.82 -2.15 0.015
F 3.34 0.22 -3.25 0.140
C 4.33 1.04 -2.81 -0.479
F 5.29 1.05 -3.77 0.178
F 3.79 2.29 -2.78 0.143
C 4.83 0.61 -1.41 -0.272
O 3.75 0.78 -0.55 -0.393
C 5.30 -0.87 -1.43 -0.485
F 6.30 -1.11 -2.33 0.179
F 5.76 -1.25 -0.20 0.126
F 4.27 -1.70 -1.74 0.139
C 6.03 1.52 -0.99 -0.469
F 7.13 1.35 -1.75 0.185
F 5.71 2.86 -1.06 0.130
F 6.39 1.28 0.30 0.132
```

As for the net charge: +2. The calculation puts the molar mass at 835.78 g mol⁻¹. The HOMO energy (spin up / spin down) is -12.69 / -12.86 eV.

# 2
Entry from the Open Molecules 2025 dataset: a cluster of 13 separate species, C28H43FN13O4S2 in total at a distorted geometry (the ωB97M-V functional and the def2-TZVPD basis).

XYZ file:
```
91
Properties=species:S:1:pos:R:3:lowdin_charge:R:1
C 1.16 3.34 -0.10 -0.164
C 0.41 3.04 1.22 -0.523
S -0.31 1.36 1.23 0.853
C 0.50 0.55 2.63 -0.505
N 1.79 -0.12 2.28 -0.158
C 2.38 -0.58 3.61 -0.817
O 3.27 0.15 4.03 0.003
O 1.89 -1.56 4.12 0.000
S 1.64 -1.39 1.23 0.570
O 1.32 -0.95 -0.10 -0.309
O 2.87 -2.10 1.28 -0.269
F 0.50 -2.39 1.68 -0.159
H 0.86 4.31 -0.48 0.028
H 2.22 3.34 0.17 -0.005
H 0.97 2.56 -0.83 0.052
H -0.43 3.73 1.30 0.018
H 1.05 3.17 2.08 0.058
H -0.17 -0.11 3.18 0.082
H 0.76 1.33 3.32 0.045
C 0.03 -1.46 -3.43 -0.049
C -0.15 -0.21 -4.16 -0.262
N -0.30 0.78 -4.72 0.130
H -0.93 -1.95 -3.29 0.051
H 0.68 -2.13 -3.99 0.041
H 0.47 -1.26 -2.46 0.067
C -4.00 -3.17 -4.05 -0.059
C -2.78 -3.95 -3.92 -0.285
N -1.81 -4.55 -3.82 0.133
H -4.47 -3.37 -5.01 0.081
H -4.70 -3.43 -3.25 0.082
H -3.77 -2.10 -3.98 0.085
C 5.21 1.56 0.80 -0.046
C 4.59 2.87 0.56 -0.252
N 4.08 3.89 0.41 0.131
H 6.22 1.70 1.17 0.079
H 4.63 1.01 1.54 0.075
H 5.23 0.99 -0.13 0.083
C 0.79 -4.50 5.03 -0.060
C 0.10 -5.72 4.61 -0.292
N -0.43 -6.69 4.28 0.106
H 1.86 -4.63 4.95 0.071
H 0.49 -3.66 4.40 0.066
H 0.54 -4.28 6.07 0.085
C 0.58 4.54 5.70 -0.069
C -0.16 3.66 4.80 -0.255
N -0.73 2.96 4.09 0.168
H 1.02 5.36 5.13 0.081
H -0.10 4.94 6.45 0.066
H 1.37 3.98 6.20 0.086
C -2.45 4.81 -1.56 -0.063
C -1.53 5.47 -0.63 -0.274
N -0.81 5.98 0.09 0.141
H -2.06 3.83 -1.83 0.088
H -3.42 4.69 -1.10 0.022
H -2.56 5.41 -2.47 0.079
C -6.86 5.29 -0.58 -0.064
C -5.99 4.28 -1.19 -0.269
N -5.31 3.49 -1.66 0.148
H -6.90 6.17 -1.23 0.082
H -7.86 4.89 -0.46 0.080
H -6.47 5.58 0.39 0.083
C -3.36 1.21 6.39 -0.065
C -2.34 2.04 7.02 -0.276
N -1.54 2.70 7.51 0.141
H -4.21 1.09 7.07 0.076
H -3.70 1.67 5.47 0.082
H -2.95 0.23 6.16 0.084
C 3.64 -7.30 4.31 -0.068
C 4.35 -8.32 5.09 -0.285
N 4.90 -9.12 5.69 0.112
H 3.97 -7.32 3.28 0.084
H 2.57 -7.48 4.35 0.067
H 3.85 -6.31 4.73 0.078
C -0.68 -3.54 -7.44 -0.085
C -1.60 -2.41 -7.38 -0.284
N -2.33 -1.52 -7.33 0.125
H 0.35 -3.21 -7.25 0.023
H -0.96 -4.27 -6.69 0.063
H -0.73 -4.00 -8.43 0.079
C 2.27 -5.38 -4.95 -0.049
C 2.09 -4.05 -5.53 -0.252
N 1.93 -3.00 -5.97 0.147
H 3.34 -5.58 -4.83 0.083
H 1.78 -5.43 -3.98 0.088
H 1.84 -6.13 -5.61 0.083
C 0.93 4.06 -5.30 -0.075
C 0.00 5.19 -5.24 -0.286
N -0.73 6.07 -5.20 0.110
H 1.94 4.41 -5.08 0.080
H 0.64 3.31 -4.57 0.050
H 0.91 3.62 -6.29 0.079
```

As for the net charge: -1. The calculation puts the molar mass at 708.87 g mol⁻¹. The HOMO energy is -5.59 eV.

# 3
Entry from the Open Molecules 2025 dataset: a cluster of 11 separate species, C28H44Cl10O18 in total at a distorted geometry (the ωB97M-V functional and the def2-TZVPD basis).

XYZ file:
```
100
Properties=species:S:1:pos:R:3:lowdin_charge:R:1
C -4.55 3.24 1.13 -0.175
C -3.18 2.70 1.00 -0.145
O -2.99 2.54 -0.37 0.062
C -3.99 3.13 -1.01 -0.568
O -3.98 3.31 -2.22 0.134
O -4.94 3.50 -0.14 0.098
H -4.47 4.14 1.72 0.143
H -5.25 2.57 1.62 0.141
H -3.22 1.74 1.51 0.111
H -2.47 3.35 1.52 0.144
C 4.86 -0.97 0.50 -0.129
C 4.76 -0.14 1.80 -0.119
O 3.79 -0.83 2.55 0.061
C 3.51 -2.03 1.97 -0.512
O 2.68 -2.82 2.45 0.038
O 4.17 -2.15 0.81 0.060
H 5.89 -1.25 0.26 0.125
H 4.49 -0.52 -0.42 0.077
H 4.47 0.91 1.71 0.118
H 5.73 -0.12 2.29 0.125
C -5.60 -1.33 -0.73 -0.098
C -4.61 -0.19 -0.65 -0.160
O -3.92 -0.40 0.49 0.074
C -4.06 -1.69 0.85 -0.557
O -3.67 -2.22 1.88 0.128
O -4.93 -2.22 0.07 0.118
H -5.79 -1.57 -1.78 0.141
H -6.62 -1.18 -0.37 0.138
H -5.06 0.78 -0.83 0.137
H -3.90 -0.26 -1.47 0.133
C -0.88 0.75 -5.39 -0.170
C -1.36 1.72 -4.33 -0.099
O -1.45 0.89 -3.15 0.061
C -1.40 -0.42 -3.48 -0.510
O -1.58 -1.37 -2.77 0.133
O -0.88 -0.49 -4.78 0.011
H 0.12 1.06 -5.70 0.131
H -1.56 0.77 -6.24 0.131
H -2.25 2.19 -4.77 0.133
H -0.62 2.52 -4.33 0.091
C -0.45 -0.02 0.60 -0.141
C 0.53 -0.98 -0.11 -0.114
O 1.62 -0.13 -0.47 0.038
C 1.55 0.99 0.26 -0.470
O 2.49 1.83 0.33 0.062
O 0.34 1.07 0.90 0.045
H -1.12 -0.27 1.42 0.101
H -1.00 0.50 -0.18 0.122
H 0.11 -1.39 -1.03 0.107
H 1.00 -1.68 0.58 0.055
C -2.14 0.04 4.52 -0.145
C -3.10 -0.33 5.68 -0.112
O -3.97 0.79 5.74 0.054
C -3.60 1.77 4.85 -0.517
O -4.20 2.81 4.64 0.131
O -2.59 1.30 4.12 0.053
H -2.27 -0.71 3.74 0.072
H -1.13 0.12 4.94 0.128
H -2.55 -0.52 6.61 0.123
H -3.69 -1.23 5.55 0.128
Cl -0.98 -5.99 5.27 0.536
C -0.16 -4.65 4.40 -0.653
C -1.03 -3.42 4.21 -0.578
Cl -0.21 -2.25 3.09 0.662
H -0.01 -4.99 3.38 0.059
H 0.80 -4.51 4.89 0.075
H -1.23 -3.00 5.20 0.071
H -1.96 -3.65 3.69 0.065
Cl 6.85 4.75 -2.44 0.551
C 5.72 3.76 -1.52 -0.675
C 4.48 4.58 -1.02 -0.643
Cl 3.50 5.15 -2.38 0.589
H 6.29 3.34 -0.69 0.064
H 5.36 2.95 -2.16 0.053
H 4.91 5.38 -0.42 0.068
H 3.89 4.02 -0.29 0.052
Cl 1.60 -2.53 -4.16 0.566
C 2.89 -1.66 -3.20 -0.605
C 4.09 -1.22 -4.13 -0.634
Cl 5.39 -0.68 -3.07 0.591
H 3.29 -2.30 -2.42 0.053
H 2.38 -0.84 -2.69 0.047
H 3.85 -0.36 -4.75 0.065
H 4.51 -2.02 -4.74 0.065
Cl -0.60 6.23 -0.13 0.503
C 0.56 4.83 -0.30 -0.598
C 0.16 3.97 -1.52 -0.709
Cl -0.08 4.94 -2.94 0.588
H 0.39 4.27 0.61 0.057
H 1.61 5.12 -0.42 0.026
H -0.69 3.32 -1.30 0.054
H 0.93 3.24 -1.79 0.055
Cl -0.23 -6.87 -1.75 0.616
C 1.35 -6.28 -1.90 -0.777
C 1.92 -5.68 -0.64 -0.647
Cl 0.97 -4.23 -0.32 0.635
H 1.39 -5.47 -2.63 0.045
H 2.01 -7.09 -2.21 0.077
H 2.94 -5.36 -0.84 0.073
H 2.02 -6.42 0.16 0.085
```

The calculation puts the molar mass at 1023.17 g mol⁻¹. The HOMO energy is -10.44 eV. As for the SMILES: O=C1OCCO1.O=C1OCCO1.O=C1OCCO1.O=C1OCCO1.O=C1OCCO1.O=C1OCCO1.ClCCCl.ClCCCl.ClCCCl.ClCCCl.ClCCCl.

# 4
Entry from the Open Molecules 2025 dataset: a structure of composition C28H44Cl5N2O4PRhS2 at a distorted geometry (the ωB97M-V functional and the def2-TZVPD basis).

XYZ file:
```
87
Properties=species:S:1:pos:R:3:lowdin_charge:R:1
Rh -0.33 -0.17 -0.20 0.780
Cl 0.51 2.25 -0.45 0.833
C -1.17 2.49 -0.13 -0.665
C -1.88 1.31 -0.02 -0.204
C -3.26 1.50 0.15 -0.610
Cl -4.40 0.19 0.35 0.756
C -3.83 2.78 0.22 -0.698
Cl -5.52 2.97 0.42 0.714
C -3.04 3.92 0.15 -0.703
Cl -3.72 5.48 0.26 0.739
C -1.67 3.77 -0.03 -0.703
Cl -0.62 5.12 -0.13 0.739
N -2.68 -4.32 -0.56 0.055
C -2.64 -4.04 0.91 -0.088
C -1.76 -2.81 1.10 -0.146
N -2.11 -1.67 0.21 -0.088
C -2.67 -1.98 -1.14 -0.247
C -3.51 -3.25 -1.19 -0.085
H -3.03 -5.26 -0.77 0.187
H -1.71 -4.22 -0.96 0.107
H -2.22 -4.89 1.44 0.143
H -3.66 -3.88 1.24 0.132
H -0.74 -3.10 0.92 0.081
H -1.84 -2.47 2.13 0.142
H -2.78 -1.07 0.68 -0.009
H -1.87 -2.12 -1.85 -0.005
H -3.25 -1.13 -1.47 0.091
H -3.72 -3.50 -2.23 0.146
H -4.44 -3.17 -0.64 0.130
O 2.13 -0.06 0.08 -0.465
P 3.63 -0.16 -0.09 0.840
C 4.51 1.05 0.97 -0.323
C 3.87 2.46 0.83 -0.186
C 3.25 2.95 2.14 -0.191
C 2.38 1.86 2.79 -0.191
C 3.22 0.61 3.13 -0.176
C 4.58 0.61 2.44 -0.180
C 4.25 -1.84 0.27 -0.330
C 5.79 -1.96 0.35 -0.178
C 6.21 -3.00 1.40 -0.199
C 5.39 -4.28 1.24 -0.179
C 3.87 -4.00 1.44 -0.172
C 3.57 -2.50 1.48 -0.206
C 4.10 0.10 -1.85 -0.317
C 5.60 0.40 -2.10 -0.184
C 5.78 0.93 -3.52 -0.188
C 5.14 2.31 -3.67 -0.184
C 3.91 2.47 -2.76 -0.190
C 3.20 1.13 -2.58 -0.204
H 5.53 1.07 0.58 0.098
H 3.09 2.44 0.07 0.044
H 4.62 3.18 0.50 0.115
H 2.65 3.84 1.94 0.110
H 4.03 3.25 2.84 0.116
H 1.59 1.59 2.09 0.063
H 1.90 2.26 3.68 0.109
H 2.66 -0.29 2.85 0.087
H 3.38 0.55 4.21 0.113
H 5.05 -0.37 2.52 0.089
H 5.24 1.31 2.95 0.122
H 3.89 -2.39 -0.60 0.100
H 6.27 -1.00 0.59 0.097
H 6.18 -2.27 -0.62 0.110
H 6.09 -2.60 2.41 0.108
H 7.28 -3.22 1.28 0.115
H 5.73 -5.03 1.95 0.106
H 5.56 -4.68 0.24 0.112
H 3.52 -4.46 2.36 0.108
H 3.31 -4.44 0.62 0.106
H 3.92 -2.08 2.42 0.094
H 2.49 -2.34 1.44 0.085
H 3.88 -0.89 -2.27 0.117
H 6.19 -0.50 -1.95 0.100
H 5.97 1.15 -1.40 0.107
H 5.32 0.22 -4.22 0.116
H 6.84 0.97 -3.77 0.112
H 4.86 2.47 -4.72 0.109
H 5.87 3.09 -3.43 0.109
H 3.22 3.20 -3.19 0.114
H 4.22 2.86 -1.79 0.087
H 2.95 0.73 -3.57 0.120
H 2.26 1.24 -2.05 0.019
O 0.61 -2.25 -0.02 -0.494
S 0.68 -2.68 -1.43 0.196
O -0.31 -3.75 -1.69 -0.380
O 1.99 -2.98 -1.91 -0.312
S 0.03 -0.93 -2.37 0.553
```

As for the net charge: +1. The calculation puts the molar mass at 847.95 g mol⁻¹. The HOMO energy (spin up / spin down) is -11.60 / -11.60 eV.

# 5
Entry from the Open Molecules 2025 dataset: a cluster of 7 separate species, C28H44F4N15O13S in total at a distorted geometry (the ωB97M-V functional and the def2-TZVPD basis).

XYZ file:
```
105
Properties=species:S:1:pos:R:3:lowdin_charge:R:1
C -0.02 -1.75 0.87 0.211
C 0.34 -1.01 0.00 -0.028
C 1.04 -0.39 -1.10 -0.357
F 2.22 -1.09 -1.28 0.029
C 0.31 -0.35 -2.51 -0.488
S 0.91 -1.80 -3.52 0.990
C -1.23 -0.24 -2.51 -0.089
C -2.00 -1.55 -2.72 -0.440
C -1.82 -2.65 -1.73 -0.053
N -2.83 -1.67 -3.66 0.175
C 1.10 0.74 -3.16 -0.131
C 0.99 0.89 -4.66 -0.135
O 0.63 2.21 -5.06 -0.068
N -0.64 2.53 -4.48 0.021
O -0.78 3.68 -4.42 0.122
N 1.79 1.45 -2.33 0.262
C 2.70 2.52 -2.82 -0.619
F 2.02 3.53 -3.30 0.211
F 3.47 2.92 -1.86 0.249
F 3.44 2.00 -3.79 0.218
C 1.56 1.10 -0.88 -0.263
C 0.41 1.86 -0.21 0.049
C 0.29 3.33 -0.48 -0.448
O 1.14 4.05 -0.90 0.179
O -0.97 3.79 -0.21 0.093
C -0.94 5.04 0.46 -0.457
C -0.10 5.12 1.70 0.040
O -1.57 5.95 0.04 0.185
O 2.74 0.97 -0.18 0.100
C 2.95 1.79 0.96 -0.361
O 3.04 2.97 0.87 0.201
C 3.10 1.05 2.23 -0.140
C 2.03 0.41 2.85 -0.034
C 2.22 -0.28 4.03 -0.068
C 3.47 -0.32 4.63 -0.043
C 4.53 0.34 4.03 -0.045
C 4.35 1.01 2.83 -0.005
H -0.47 -2.37 1.61 0.054
H 0.86 -2.82 -2.65 -0.064
H -1.50 0.38 -3.36 0.096
H -1.60 0.19 -1.58 0.123
H -2.17 -3.60 -2.12 0.097
H -0.80 -2.74 -1.38 0.030
H -2.42 -2.40 -0.86 0.091
H -2.89 -0.82 -4.22 0.065
H 0.24 0.20 -5.04 0.120
H 1.93 0.65 -5.16 0.153
H -0.52 1.43 -0.58 0.123
H 0.39 1.70 0.87 0.141
H -0.66 5.70 2.42 0.099
H 0.81 5.66 1.47 0.108
H 0.12 4.14 2.14 0.084
H 1.03 0.42 2.44 0.084
H 1.38 -0.77 4.49 0.090
H 3.59 -0.85 5.56 0.110
H 5.51 0.33 4.48 0.072
H 5.21 1.50 2.39 0.127
C -2.50 -3.46 -6.74 -0.692
O -1.59 -3.38 -5.94 -0.007
N -3.80 -3.56 -6.34 0.151
N -2.30 -3.44 -8.10 0.148
H -4.57 -3.63 -6.98 0.093
H -3.97 -3.56 -5.35 0.086
H -1.35 -3.37 -8.42 0.100
H -3.04 -3.50 -8.77 0.092
C 8.48 0.48 5.88 -0.667
O 7.53 0.37 5.12 0.010
N 9.66 1.04 5.49 0.154
N 8.43 0.05 7.17 0.154
H 10.46 1.14 6.09 0.095
H 9.73 1.36 4.54 0.104
H 7.58 -0.37 7.49 0.104
H 9.20 0.13 7.81 0.095
C -2.32 -5.24 0.96 -0.663
O -1.63 -4.23 0.99 -0.022
N -1.78 -6.48 0.77 0.164
N -3.67 -5.22 1.12 0.173
H -2.32 -7.32 0.75 0.102
H -0.78 -6.54 0.65 0.104
H -4.10 -4.33 1.27 0.102
H -4.24 -6.05 1.11 0.071
C -2.04 7.57 -4.70 -0.683
O -3.13 8.00 -5.03 0.033
N -1.89 6.40 -4.01 0.144
N -0.87 8.22 -5.00 0.147
H -1.00 6.03 -3.73 0.067
H -2.72 5.90 -3.77 0.100
H -0.94 9.08 -5.51 0.103
H 0.04 7.88 -4.74 0.088
C -6.20 -7.24 3.28 -0.675
O -5.62 -7.52 2.24 0.001
N -7.18 -6.29 3.33 0.154
N -5.93 -7.87 4.45 0.157
H -7.67 -6.05 4.17 0.096
H -7.41 -5.82 2.48 0.102
H -5.22 -8.58 4.44 0.107
H -6.40 -7.67 5.31 0.097
C -1.03 1.30 4.93 -0.675
O -0.29 0.52 5.49 0.029
N -1.08 2.63 5.24 0.156
N -1.90 0.91 3.94 0.150
H -1.69 3.29 4.80 0.090
H -0.46 2.95 5.97 0.108
H -1.90 -0.07 3.70 0.096
H -2.53 1.53 3.47 0.088
```

As for the net charge: +1. The calculation puts the molar mass at 906.81 g mol⁻¹. The HOMO energy is -11.19 eV.